The following is a DFT calculation (ωB97M-V with the def2-TZVPD basis set) of a molecular structure, C29H33AsNO10PSV in a non-equilibrium geometry.

Output
**M**: 744.5 u
**Spin multiplicity**: 3
**LUMO energy (spin up / spin down)**: 2.1 / 2.0 eV
**Orbital gap (spin up / spin down)**: 0.2886 / 0.2982 hartree
**Energy**: -5851.71215 hartree
**E_HOMO (spin up / spin down)**: -5.740 / -6.126 eV
**Net charge**: -1
**<S²>**: 2.012
**Energy above the lowest of the compared OMol25 structures with the same formula, charge and spin**: 0.0 kJ/mol

Geometry as XYZ:
```
77
Properties=species:S:1:pos:R:3:forces:R:3
V 0.80431 -0.59463 -0.02928 0.1487 0.7873 -1.3521
C 0.91577 -4.81465 -1.41664 -0.0550 -0.0998 0.0504
C 0.25447 -5.43675 -0.35632 0.0302 0.0888 -0.0439
C -0.13946 -4.68500 0.73568 0.0374 -0.0493 -0.0921
C 0.10428 -3.31020 0.73684 -0.1339 0.2847 0.4118
C 0.71127 -2.65019 -0.33329 0.2143 -0.3784 -0.1181
C 1.14683 -3.44824 -1.39835 -0.0767 0.1334 0.1212
C -0.21844 -2.44369 1.89599 -0.0909 -0.5782 0.0270
C -0.64204 -2.97544 3.14886 0.0589 -0.0239 -0.3277
C -0.85613 -2.14589 4.19258 -0.0440 0.1145 0.1593
C -0.67701 -0.74888 4.03403 -0.0977 -0.1156 0.2862
C -0.86833 0.16551 5.09657 -0.0211 -0.1219 -0.0536
C -0.67270 1.50041 4.90279 0.0785 0.1215 -0.2340
C -0.29090 1.96909 3.62195 -0.0640 0.0630 0.2687
C -0.10377 1.10918 2.57954 0.0151 -0.1354 -0.0350
C -0.27985 -0.28251 2.77683 0.1258 0.1944 -0.3928
N -0.04351 -1.14704 1.72992 -0.2731 0.0371 0.8012
H 1.24754 -5.41021 -2.25998 0.0138 0.0050 0.0049
H 0.06154 -6.50215 -0.38049 0.0184 -0.0044 -0.0063
H -0.63016 -5.17530 1.56747 -0.0041 -0.0086 -0.0097
H 1.68066 -2.99341 -2.22658 -0.0310 0.0156 -0.0215
H -0.75814 -4.04332 3.25061 -0.0005 0.0082 0.0342
H -1.15901 -2.53499 5.15860 0.0133 0.0186 -0.0037
H -1.16635 -0.22099 6.06442 0.0082 0.0019 0.0008
H -0.80381 2.19739 5.72024 -0.0092 0.0205 -0.0166
H -0.13452 3.02849 3.46010 -0.0144 0.0047 0.0373
H 0.20092 1.48523 1.60718 0.0190 -0.0510 0.0339
O 2.72085 3.53806 -0.93343 -0.1003 0.1688 0.0939
As 2.81361 1.80816 -0.55947 -0.4293 -0.4426 -0.3521
O 3.70316 1.05853 -1.70673 -0.4307 0.1990 0.4090
O 1.15422 1.43827 -0.25776 1.1053 -0.4536 0.1119
C 3.70108 1.94106 1.15773 0.1427 -0.1729 0.2514
C 4.10508 3.21229 1.57071 -0.0020 -0.1057 -0.0035
C 4.81130 3.38560 2.74935 0.0046 0.0383 0.0062
C 5.13418 2.29043 3.53679 0.0408 0.0281 0.0645
C 4.73584 1.02438 3.15187 -0.0795 0.0605 -0.1653
C 4.01786 0.84578 1.97028 0.1288 0.2556 0.0997
S 3.52447 -0.84147 1.68578 -0.6815 0.0592 -0.6656
O 2.73009 -1.20824 2.83292 -0.0447 -0.0288 0.1125
O 4.68859 -1.63122 1.42694 0.2376 0.0191 -0.0040
O 2.66003 -0.70831 0.44180 1.1823 -0.1182 0.9708
H 2.14426 3.61866 -1.70242 -0.0118 0.0095 -0.0352
H 3.85982 4.06242 0.95078 0.0102 0.0181 0.0037
H 5.11416 4.38055 3.05206 0.0013 -0.0012 -0.0061
H 5.69229 2.42387 4.45548 -0.0042 -0.0015 -0.0060
H 4.97028 0.16265 3.76286 -0.0254 -0.0180 -0.0005
C -3.51021 -1.28804 -4.34583 -0.1024 -0.0549 -0.0507
C -2.04361 -1.00055 -4.07632 0.1158 -0.0124 0.1453
C -1.35173 -0.48097 -5.32732 -0.0053 0.0769 -0.0721
C -1.34016 -2.23757 -3.54151 0.0521 -0.0713 0.0756
O -2.06806 0.03843 -3.07104 -0.4054 0.0727 -0.1690
P -0.81833 0.54163 -2.20655 0.0513 -0.6598 -0.2421
O 0.44672 0.52190 -2.96012 -0.0741 0.1404 0.0291
O -0.83705 -0.34941 -0.93615 -0.6244 0.3197 -0.1599
O -1.30548 1.98829 -1.82492 0.0392 0.3713 0.0260
C -2.53190 2.43813 -1.20745 0.0825 -0.0840 0.0468
C -2.12123 3.65918 -0.39906 0.0213 0.0560 0.0498
C -3.15147 1.38989 -0.29338 -0.0374 -0.0221 0.0390
C -3.49379 2.82145 -2.32098 -0.0386 0.0073 -0.0901
H -3.61073 -2.07711 -5.09425 0.0067 0.0133 0.0044
H -4.01161 -0.39177 -4.71606 0.0142 0.0022 0.0091
H -4.00692 -1.61026 -3.42925 0.0204 -0.0046 -0.0025
H -1.35637 -1.25730 -6.09630 -0.0014 0.0238 -0.0103
H -0.32493 -0.19665 -5.10331 -0.0009 -0.0325 0.0310
H -1.87845 0.39584 -5.71138 0.0002 -0.0169 0.0045
H -1.35429 -3.02782 -4.29528 -0.0271 -0.0114 0.0110
H -1.82458 -2.60203 -2.63380 -0.0049 0.0085 -0.0133
H -0.30121 -2.01748 -3.29850 -0.0132 0.0356 -0.0474
H -1.44555 3.36789 0.40611 0.0064 -0.0254 -0.0171
H -3.00168 4.14295 0.03086 0.0242 -0.0091 -0.0027
H -1.59770 4.37240 -1.03662 -0.0297 0.0043 -0.0172
H -2.45352 1.08717 0.48635 0.0067 0.0292 0.0061
H -3.44687 0.49782 -0.84581 0.0071 0.0282 -0.0219
H -4.03773 1.82681 0.17381 0.0059 -0.0350 0.0017
H -3.01997 3.54229 -2.98950 -0.0104 0.0053 0.0170
H -4.39623 3.27023 -1.89974 0.0024 -0.0051 -0.0087
H -3.76997 1.94138 -2.90151 0.0092 0.0037 0.0135
```
Forces are in eV/Å.